Record 1
The following is a quantum chemistry calculation of a cluster of 12 separate species, C45H69N3O15 in total, from the OMol25 dataset.

As for the SMILES: O=[N+]([O-])c1ccccc1.O=[N+]([O-])c1ccccc1.O=[N+]([O-])c1ccccc1.CC(C)=O.CC(C)=O.CC(C)=O.CC(C)=O.CC(C)=O.CC(C)=O.CC(C)=O.CC(C)=O.CC(C)=O. For the largest force on an atom, the calculation gives 1.83 eV/A. As for the HOMO-LUMO gap: 0.295 hartree. Its HOMO energy is -8.72 eV. As for the electronic energy: -3048.6170 hartree. As for the energy above the lowest of the compared OMol25 structures with the same formula, charge and spin: 10.8 kcal per mole.

The geometry in ORCA input format:
```
! wB97M-V def2-TZVPD RIJCOSX def2/J DEFGRID3
* xyz 0 1
O 25.72 25.89 15.15
N 26.44 26.77 14.70
O 27.34 27.28 15.35
C 26.12 27.34 13.40
C 26.78 28.51 13.01
C 26.48 29.09 11.80
C 25.64 28.38 10.94
C 25.03 27.19 11.28
C 25.22 26.68 12.59
H 27.54 28.97 13.61
H 27.06 29.94 11.47
H 25.39 28.79 9.97
H 24.51 26.60 10.54
H 24.58 25.84 12.83
O 19.44 26.58 8.30
N 20.42 26.02 8.72
O 21.26 25.52 8.01
C 20.59 25.93 10.18
C 21.49 25.01 10.66
C 21.70 24.87 12.03
C 21.02 25.69 12.91
C 19.99 26.48 12.40
C 19.80 26.66 11.04
H 22.22 24.59 9.98
H 22.49 24.19 12.33
H 21.30 25.68 13.96
H 19.43 27.02 13.15
H 19.03 27.34 10.73
O 19.13 26.10 17.44
N 18.73 25.23 16.70
O 19.30 25.00 15.65
C 17.55 24.46 17.10
C 17.34 23.23 16.51
C 16.33 22.42 16.99
C 15.68 22.77 18.19
C 15.91 23.99 18.76
C 16.90 24.83 18.24
H 18.01 22.82 15.76
H 16.02 21.53 16.46
H 14.95 22.08 18.59
H 15.34 24.32 19.62
H 17.16 25.73 18.78
C 23.38 22.94 17.92
C 22.36 23.97 17.51
C 22.88 25.36 17.27
O 21.22 23.66 17.28
H 24.32 23.17 17.41
H 23.05 21.95 17.62
H 23.37 23.03 19.01
H 22.99 25.90 18.21
H 22.14 25.88 16.65
H 23.87 25.43 16.80
C 22.88 18.96 17.00
C 22.24 17.59 17.12
C 22.25 16.73 15.88
O 22.01 17.11 18.20
H 22.29 19.65 16.39
H 23.83 18.78 16.51
H 23.02 19.42 17.98
H 21.63 15.84 15.99
H 23.25 16.32 15.72
H 21.90 17.32 15.03
C 21.78 30.82 16.86
C 21.26 29.42 16.69
C 19.83 29.16 17.09
O 21.97 28.54 16.26
H 21.49 31.21 17.85
H 21.43 31.50 16.09
H 22.87 30.81 16.88
H 19.31 28.36 16.57
H 19.13 30.00 16.97
H 19.85 28.91 18.15
C 24.34 27.49 20.63
C 23.11 28.10 21.27
C 22.15 28.86 20.41
O 22.86 27.88 22.44
H 24.07 26.66 19.99
H 24.95 27.13 21.46
H 24.87 28.33 20.17
H 21.14 28.78 20.77
H 22.24 28.44 19.40
H 22.49 29.87 20.14
C 24.67 24.24 23.35
C 24.03 23.61 22.12
C 23.27 22.33 22.37
O 24.06 24.08 21.01
H 24.88 25.28 23.15
H 25.59 23.70 23.60
H 23.98 24.09 24.17
H 22.85 22.01 21.42
H 22.53 22.33 23.16
H 23.96 21.55 22.73
C 20.85 21.97 14.63
C 20.53 20.66 13.97
C 19.78 20.79 12.65
O 20.79 19.59 14.45
H 21.71 22.50 14.21
H 21.23 21.75 15.63
H 20.05 22.71 14.72
H 19.00 20.03 12.63
H 20.54 20.70 11.87
H 19.24 21.73 12.62
C 20.02 20.44 18.89
C 19.91 20.92 20.30
C 18.74 21.84 20.64
O 20.55 20.46 21.23
H 19.15 19.79 18.77
H 20.93 19.87 18.72
H 20.03 21.22 18.13
H 18.95 22.84 20.26
H 18.51 21.80 21.69
H 17.85 21.53 20.09
C 26.02 19.84 14.15
C 25.02 21.00 14.24
C 25.51 22.41 14.36
O 23.84 20.76 14.29
H 25.89 19.32 13.21
H 25.81 19.23 15.03
H 27.00 20.32 14.17
H 24.71 23.13 14.23
H 26.22 22.53 13.53
H 26.03 22.48 15.31
C 27.76 19.43 18.64
C 26.70 20.41 18.25
C 26.69 21.74 18.94
O 25.94 20.24 17.32
H 27.58 18.39 18.38
H 27.93 19.54 19.71
H 28.67 19.74 18.12
H 25.67 22.00 19.22
H 27.06 22.42 18.17
H 27.29 21.71 19.85
*
```


Record 2
The following is a quantum chemistry calculation of a cluster of 13 separate species, C45H70BClN13O5P in total, from the OMol25 dataset.

For the largest force on an atom, the calculation gives 15.92 eV/A. As for the HOMO-LUMO gap: 0.132 hartree. Its HOMO energy is -5.59 eV. As for the electronic energy: -3670.0989 hartree.

The geometry in ORCA input format:
```
! wB97M-V def2-TZVPD RIJCOSX def2/J DEFGRID3
* xyz 0 1
C 6.91 -3.14 3.03
C 6.50 -1.63 2.53
C 6.20 -1.49 0.92
C 5.21 -2.64 0.30
C 3.83 -1.93 -0.28
C 2.75 -1.53 0.70
B 2.81 -1.78 2.33
O 3.09 -0.72 3.35
C 2.50 -3.32 2.87
C 0.99 -3.86 2.43
C 1.42 -0.78 0.01
O 0.94 0.29 0.64
C 0.90 -1.42 -1.40
O -0.48 -1.67 -1.82
C -1.42 -0.65 -1.33
C -2.11 -1.20 0.09
C -2.21 0.02 1.23
C -3.67 -1.72 -0.12
C -4.02 -3.08 0.75
C -3.35 -4.34 -0.12
C -3.39 -3.10 2.26
C 1.98 -1.86 -2.38
P 1.58 -2.63 -4.09
O 2.03 -4.34 -3.91
Cl 2.78 -1.83 -5.65
C 3.57 -1.64 -1.91
O 4.56 -1.30 -2.74
H 7.01 -3.08 4.22
H 7.95 -3.52 2.62
H 6.11 -3.96 2.82
H 5.64 -1.25 3.23
H 7.44 -0.92 2.75
H 7.23 -1.47 0.34
H 5.69 -0.44 0.76
H 5.81 -3.16 -0.59
H 4.93 -3.50 1.04
H 3.20 0.16 2.85
H 2.55 -3.34 4.04
H 3.30 -4.08 2.42
H 0.90 -4.05 1.26
H 0.83 -4.92 2.96
H 0.12 -3.17 2.85
H -2.32 -0.58 -2.09
H -0.97 0.43 -1.20
H -1.43 -2.06 0.58
H -1.28 -0.15 1.95
H -2.09 1.09 0.76
H -3.17 -0.11 1.91
H -4.42 -0.89 0.29
H -3.95 -1.83 -1.28
H -5.21 -3.20 0.84
H -3.71 -4.16 -1.24
H -2.18 -4.24 -0.04
H -3.76 -5.34 0.34
H -2.26 -3.43 2.20
H -3.43 -2.07 2.82
H -3.95 -3.90 2.94
H 2.68 -4.40 -3.13
C 3.63 1.64 -3.85
C 4.37 2.70 -4.65
N 4.98 3.58 -5.32
H 3.55 1.96 -2.81
H 2.63 1.49 -4.26
H 4.18 0.70 -3.89
C 3.95 -7.14 3.64
C 4.64 -6.30 2.57
N 5.21 -5.60 1.69
H 4.21 -8.19 3.51
H 4.26 -6.81 4.63
H 2.87 -7.03 3.55
C -1.37 -4.56 5.66
C -0.05 -5.30 5.74
N 1.05 -5.91 5.81
H -1.90 -4.63 6.62
H -1.20 -3.50 5.43
H -2.00 -5.00 4.88
C -7.04 -1.50 2.88
C -5.80 -0.69 3.24
N -4.77 -0.03 3.54
H -7.88 -0.82 2.69
H -6.85 -2.09 1.99
H -7.31 -2.16 3.71
C 7.09 5.82 -6.54
C 8.33 6.62 -6.18
N 9.36 7.28 -5.88
H 6.25 6.49 -6.74
H 7.28 5.22 -7.44
H 6.82 5.15 -5.72
C -5.80 4.03 4.10
C -5.45 2.57 3.87
N -5.15 1.36 3.68
H -6.72 4.10 4.70
H -4.99 4.53 4.64
H -5.96 4.53 3.15
C 0.43 -9.95 7.56
C 0.97 -9.51 6.21
N 1.41 -9.13 5.09
H 0.24 -11.03 7.55
H 1.17 -9.74 8.35
H -0.49 -9.42 7.79
C -10.94 -1.93 0.56
C -9.62 -2.67 0.64
N -8.52 -3.28 0.71
H -11.47 -1.99 1.52
H -10.77 -0.87 0.33
H -11.57 -2.36 -0.22
C 7.26 8.26 -10.31
C 6.04 8.25 -9.39
N 5.03 8.24 -8.64
H 7.05 8.86 -11.20
H 8.11 8.70 -9.78
H 7.51 7.24 -10.61
C 1.57 2.21 3.87
C 0.32 2.89 4.42
N -0.71 3.45 4.87
H 2.37 2.27 4.61
H 1.36 1.16 3.65
H 1.89 2.71 2.96
C 2.39 9.13 -6.52
C 1.36 10.24 -6.70
N 0.51 11.15 -6.85
H 1.94 8.16 -6.75
H 3.24 9.30 -7.19
H 2.75 9.12 -5.49
C -11.21 1.32 -2.66
C -11.95 1.16 -1.35
N -12.57 1.02 -0.26
H -11.10 0.35 -3.15
H -11.76 1.99 -3.33
H -10.22 1.75 -2.48
C -1.84 13.22 -4.88
C -3.06 13.21 -3.97
N -4.07 13.20 -3.21
H -2.05 13.82 -5.77
H -0.99 13.66 -4.36
H -1.59 12.20 -5.18
*
```


Record 3
The following is a quantum chemistry calculation of a structure of composition C45H71I2N7O, from the OMol25 dataset.

For the largest force on an atom, the calculation gives 0.51 eV/A. As for the HOMO-LUMO gap: 0.303 hartree. Its HOMO energy is -8.02 eV. As for the electronic energy: -2811.0969 hartree.

The geometry in ORCA input format:
```
! wB97M-V def2-TZVPD RIJCOSX def2/J DEFGRID3
* xyz 0 1
C 4.95 -3.95 0.79
C 5.36 -3.14 -0.44
C 4.16 -2.71 -1.29
C 4.35 -1.42 -2.11
C 3.14 -0.48 -2.12
C 3.46 1.01 -1.95
C 2.21 1.88 -1.83
C 1.42 1.67 -0.52
C 0.15 0.84 -0.70
C -0.98 1.57 -1.45
C -2.32 1.67 -0.68
C -3.29 0.56 -1.08
C -2.91 -0.80 -0.46
C -2.89 -1.99 -1.42
C -2.02 -3.13 -0.89
C -0.79 -3.45 -1.75
O -0.18 -2.27 -2.24
C -0.23 -2.03 -3.63
C 0.30 -4.18 -0.93
N 1.34 -4.65 -1.84
C -0.26 -5.31 -0.10
I -0.95 -6.91 -1.23
C -0.32 -5.26 1.23
C 0.14 -4.09 2.06
I -1.15 -6.79 2.38
H 5.78 -4.51 1.21
H 4.16 -4.66 0.52
H 4.55 -3.28 1.56
H 6.04 -3.75 -1.05
H 5.93 -2.26 -0.14
H 3.91 -3.54 -1.96
H 3.29 -2.58 -0.63
H 5.23 -0.88 -1.73
H 4.59 -1.69 -3.15
H 2.44 -0.79 -1.33
H 2.59 -0.58 -3.07
H 4.05 1.34 -2.81
H 4.09 1.14 -1.06
H 1.57 1.66 -2.69
H 2.50 2.93 -1.93
H 1.17 2.63 -0.06
H 2.07 1.15 0.20
H -0.22 0.54 0.29
H 0.40 -0.09 -1.22
H -0.64 2.57 -1.74
H -1.18 1.04 -2.38
H -2.78 2.65 -0.81
H -2.11 1.57 0.40
H -4.30 0.84 -0.79
H -3.27 0.47 -2.17
H -1.89 -0.72 -0.08
H -3.55 -1.01 0.40
H -2.48 -1.62 -2.36
H -3.90 -2.35 -1.64
H -2.61 -4.05 -0.76
H -1.66 -2.86 0.11
H -1.06 -4.10 -2.59
H -0.93 -2.71 -4.13
H -0.56 -1.00 -3.81
H 0.76 -2.14 -4.07
H 0.69 -3.41 -0.25
H 2.18 -4.88 -1.32
H 1.58 -3.90 -2.47
H -0.53 -3.23 1.94
H 1.14 -3.77 1.76
H 0.17 -4.35 3.12
N -7.02 3.28 -0.31
C -7.20 4.30 0.59
C -6.11 5.12 0.52
C -5.24 4.58 -0.47
C -5.83 3.44 -0.95
H -7.66 2.52 -0.46
H -8.08 4.34 1.21
H -5.95 6.00 1.12
H -4.29 4.97 -0.78
H -5.49 2.73 -1.69
N 0.04 2.31 2.98
C 1.05 1.39 2.99
C 2.08 1.90 3.73
C 1.67 3.19 4.18
C 0.41 3.41 3.70
H -0.84 2.19 2.51
H 0.95 0.45 2.47
H 3.03 1.42 3.91
H 2.24 3.88 4.79
H -0.26 4.25 3.79
N -3.79 7.54 2.44
C -4.06 8.82 2.85
C -4.15 8.82 4.21
C -3.92 7.48 4.65
C -3.70 6.72 3.54
H -3.67 7.25 1.49
H -4.17 9.62 2.13
H -4.36 9.67 4.83
H -3.91 7.13 5.67
H -3.49 5.67 3.43
N 0.84 -2.45 -7.08
C -0.36 -2.05 -7.60
C -0.22 -0.75 -8.01
C 1.11 -0.35 -7.72
C 1.74 -1.42 -7.14
H 1.03 -3.35 -6.69
H -1.20 -2.72 -7.64
H -0.99 -0.15 -8.47
H 1.56 0.61 -7.91
H 2.75 -1.53 -6.78
N 5.71 -9.27 0.78
C 4.47 -8.78 0.49
C 4.63 -7.72 -0.36
C 6.03 -7.56 -0.59
C 6.66 -8.54 0.13
H 5.89 -10.05 1.39
H 3.58 -9.22 0.91
H 3.84 -7.11 -0.77
H 6.50 -6.82 -1.20
H 7.71 -8.77 0.24
N -1.24 6.41 6.15
C -1.49 5.13 6.55
C -2.39 5.18 7.57
C -2.70 6.55 7.80
C -1.97 7.29 6.90
H -0.61 6.68 5.41
H -1.00 4.29 6.08
H -2.79 4.33 8.10
H -3.38 6.95 8.53
H -1.92 8.35 6.74
*
```